Here is an isolated molecule of C17H14N6O2 at a distorted geometry from the OMol25 dataset. Energies are from wB97M-V/def2-TZVPD.

Each atom is followed by the atoms it is bonded to, with distances in Å.
Positions of all 39 atoms, in Å:
1 C -5.6750 -1.2222 0.1382  C2 1.495, H26 1.088, H27 1.087, H28 1.090
2 C -4.4222 -0.4063 0.1266  C1 1.495, C3 1.392, C25 1.392
3 C -4.0522 0.3552 1.2318  C2 1.392, C4 1.379, H29 1.080
4 C -2.8818 1.0848 1.2329  C3 1.379, C5 1.395, H30 1.078
5 C -2.0535 1.0665 0.1108  C4 1.395, C6 1.442, C24 1.395
6 C -0.8122 1.7993 0.1329  C5 1.442, N7 1.300, O23 1.359
7 N -0.3354 2.5226 1.1026  C6 1.300, N8 1.343
8 N 0.8683 2.9726 0.7138  N7 1.343, C9 1.290
9 C 1.0880 2.5115 -0.4707  N8 1.290, C10 1.492, O23 1.356
10 C 2.3087 2.6732 -1.3138  C9 1.492, O11 1.409, H31 1.099, H32 1.094
11 O 3.4823 2.2569 -0.6536  C10 1.409, C12 1.361
12 C 3.5553 0.9866 -0.1697  O11 1.361, C13 1.397, C22 1.389
13 C 4.6593 0.7036 0.6375  C12 1.397, C14 1.379, H33 1.078
14 C 4.8274 -0.5557 1.1751  C13 1.379, C15 1.385, H34 1.079
15 C 3.8942 -1.5534 0.9460  C14 1.385, C16 1.386, H35 1.078
16 C 2.7987 -1.2681 0.1461  C15 1.386, N17 1.400, C22 1.391
17 N 1.8369 -2.2610 -0.0772  C16 1.400, C18 1.358, N21 1.341
18 C 0.5275 -2.1587 -0.4238  N17 1.358, N19 1.305, H36 1.068
19 N 0.0250 -3.3614 -0.4965  C18 1.305, N20 1.329
20 N 1.0166 -4.1951 -0.1992  N19 1.329, N21 1.262
21 N 2.0848 -3.5722 0.0550  N17 1.341, N20 1.262
22 C 2.6316 -0.0157 -0.4354  C12 1.389, C16 1.391, H37 1.077
23 O 0.0546 1.7531 -0.9129  C6 1.359, C9 1.356
24 C -2.4199 0.3142 -1.0055  C5 1.395, C25 1.379, H38 1.081
25 C -3.5912 -0.4135 -0.9901  C2 1.392, C24 1.379, H39 1.080
26 H -6.1762 -1.1752 -0.8262  C1 1.088
27 H -6.3578 -0.8803 0.9116  C1 1.087
28 H -5.4307 -2.2663 0.3352  C1 1.090
29 H -4.6904 0.3713 2.1029  C3 1.080
30 H -2.5842 1.6724 2.0864  C4 1.078
31 H 2.1628 2.1324 -2.2590  C10 1.099
32 H 2.4738 3.7335 -1.5252  C10 1.094
33 H 5.3676 1.4939 0.8240  C13 1.078
34 H 5.6872 -0.7623 1.7928  C14 1.079
35 H 3.9983 -2.5383 1.3708  C15 1.078
36 H -0.0098 -1.2490 -0.5802  C18 1.068
37 H 1.7977 0.1439 -1.0982  C22 1.077
38 H -1.7875 0.3069 -1.8817  C24 1.081
39 H -3.8666 -0.9997 -1.8543  C25 1.080

Summary:
HOMO-LUMO gap: 9.11 eV
Maximum force: 0.0318 hartree/bohr
E_tot: -1135.181440 a.u.
Relative energy (zero: lowest compared OMol25 entry of this formula, charge and spin): 0.000 eV
SMILES: Cc1ccc(-c2nnc(COc3cccc(-n4cnnn4)c3)o2)cc1
E_LUMO: 0.0024 Ha